1.
C17H20N4O3S | ωB97M-V with the def2-TZVPD basis set

Structure (XYZ):
```
45
Properties=species:S:1:pos:R:3
C 4.36609 2.76563 0.39553
H 4.18660 2.56143 1.34685
H 4.56857 3.93021 0.13057
O 3.37086 2.30750 -0.60954
C 2.99336 0.84268 -0.73726
C 3.48160 -0.04358 0.27542
C 2.99296 -1.38676 0.31993
C 2.04851 -1.58725 -0.84778
C 1.46867 -0.61696 -1.65366
C 1.99747 0.61572 -1.48863
H 1.47661 1.62379 -2.09655
H 0.65445 -0.80576 -2.38050
S 1.60274 -3.49465 -0.92332
C -0.22795 -3.13580 -0.81270
H -0.57006 -4.03365 -1.65669
H -0.60573 -2.29540 -1.14694
C -0.84291 -3.59985 0.56923
C -0.69787 -2.34052 1.58015
N -0.95231 -0.86618 0.92094
C -0.18126 0.10962 1.34613
O 0.82460 -0.12553 1.76240
N -0.59448 1.40545 0.90143
C -1.65471 1.60842 0.14186
C -2.62475 0.51321 0.09681
N -3.63658 1.19592 -0.97028
C -3.22522 2.33875 -0.93493
N -2.11645 2.45593 -0.44739
H -3.91818 3.17324 -1.45413
C -4.91137 0.30318 -1.01735
H -4.81259 -0.67298 -0.56869
H -4.83765 0.30783 -2.26184
H -5.74145 0.88868 -0.95979
C -2.31250 -0.80593 0.47954
O -3.17764 -1.88187 0.45966
C 0.34719 2.37802 1.02254
H 1.19384 2.32045 1.74918
H 0.86261 2.80884 -0.07573
H -0.21756 3.26472 1.72162
H 0.37857 -2.15914 1.77447
H -1.34870 -2.36347 2.50418
H -0.37617 -4.41218 1.13224
H -2.08771 -3.52218 0.61510
H 3.41559 -2.05865 0.82020
H 4.27048 0.14296 0.95135
H 5.17043 2.34613 0.02638
```

The value obtained for the energy relative to the best compared isomer or geometry (same formula, charge and spin) is 15.365 eV. The spin multiplicity is 1. Its total energy is -1502.242901 Eh. For the orbital gap, the calculation gives 8.5 eV.


2.
C4H9N5O3 | ωB97M-V with the def2-TZVPD basis set

Structure (XYZ):
```
21
Properties=species:S:1:pos:R:3
C -1.66423 2.48764 -0.43777
C -2.01191 0.21687 0.12594
C -2.27938 -2.06340 0.43280
C 2.53031 0.32038 0.38813
H -1.13946 2.83531 -1.34689
H -2.45592 3.20508 -0.19984
H -0.94730 2.39771 0.36943
H -2.44892 -1.97205 1.51462
H -2.90398 -2.85973 0.02015
H -1.23225 -2.26193 0.24232
H 3.88592 1.58688 0.62901
H 3.45621 0.22418 -1.53602
H 0.93410 -0.48422 1.50367
N 3.07480 1.19786 1.13276
N 2.81906 -0.16822 -0.87788
N 1.96978 -1.12009 -1.28378
N 1.13967 -1.31833 -0.34172
N 1.44311 -0.48766 0.64990
O -2.28644 1.22955 -0.70914
O -1.23344 0.23704 1.05091
O -2.69538 -0.86221 -0.24252
```

The value obtained for the energy relative to the best compared isomer or geometry (same formula, charge and spin) is 0.000 eV. The spin multiplicity is 1. Its structure (SMILES) is N=c1[nH]nn[nH]1.COC(=O)OC. Its total energy is -657.276925 Eh. For the orbital gap, the calculation gives 9.4 eV.


3.
C4H5OY | ωB97M-V with the def2-TZVPD basis set

Structure (XYZ):
```
11
Properties=species:S:1:pos:R:3
C 1.56017 0.80475 -1.25706
C 0.97815 -0.01108 -0.38401
C -0.11117 -0.82523 -0.20126
C -0.52445 -0.61705 1.22067
O -1.77519 -0.20951 1.14405
Y -3.36458 1.21587 0.69152
H 2.61771 1.06059 -1.15966
H 1.01261 1.18254 -2.12450
H -0.69302 -1.31002 -0.98388
H -0.35932 -1.50382 1.84766
H 0.65909 0.21297 1.20647
```

The spin multiplicity is 2. Its expectation value of S² is 0.7626. Its total energy is -267.484579 Eh. For the orbital gap (spin up / spin down), the calculation gives 6.0 / 6.4 eV. As for the total charge: +3.